Model 1:
Entry from the Open Molecules 2025 dataset: an isolated molecule of C5H7Cl (wB97M-V/def2-TZVPD).

## Properties
- structure (SMILES) = C[C@H]1[C@@H]2[C@@H](Cl)[C@H]12
- molar mass (g mol⁻¹) = 102.56
- orbital gap (eV) = 11.0

XYZ file:
```
13
Properties=species:S:1:pos:R:3:mulliken_charge:R:1
C -0.61 -0.67 -0.01 -0.232
C -0.58 0.75 -0.17 -0.464
C 0.58 0.11 0.48 -0.054
C -1.68 0.04 0.64 -0.035
C 1.77 -0.10 -0.41 -1.203
Cl -3.32 0.08 -0.11 -0.230
H -0.64 -1.57 -0.70 0.290
H -0.69 1.36 -1.00 0.332
H 0.75 0.11 1.49 0.448
H -1.93 0.22 1.77 0.271
H 1.64 0.08 -1.56 0.270
H 2.23 -1.18 -0.22 0.269
H 2.48 0.77 -0.21 0.339
```

***

Model 2:
Entry from the Open Molecules 2025 dataset: a 2-piece molecular cluster, C5H7Cl overall (wB97M-V/def2-TZVPD).

## Properties
- structure (SMILES) = C#CCl.C=CC
- molar mass (g mol⁻¹) = 102.56
- orbital gap (eV) = 10.1

XYZ file:
```
13
Properties=species:S:1:pos:R:3:mulliken_charge:R:1
C -2.75 -0.25 1.94 -0.407
C 1.57 -0.15 0.69 -0.669
C 0.33 0.00 0.24 0.263
C -2.61 0.64 2.71 0.135
C -0.09 0.36 -1.17 -1.000
Cl -2.80 1.84 3.81 -0.136
H -3.05 -0.82 1.13 0.404
H -0.52 0.16 0.76 0.042
H 1.62 -0.18 1.77 0.271
H 2.36 -0.25 -0.08 0.221
H -1.17 0.26 -1.28 0.287
H 0.55 -0.13 -1.81 0.396
H 0.11 1.57 -1.16 0.193
```

***

Most stable: model 1

***

Model 1:
Entry from the Open Molecules 2025 dataset: an isolated molecule of C6H11NO (wB97M-V/def2-TZVPD).

## Properties
- structure (SMILES) = CC/C(C)=C/C(N)=O
- molar mass (g mol⁻¹) = 113.16
- orbital gap (eV) = 10.3

XYZ file:
```
19
Properties=species:S:1:pos:R:3:mulliken_charge:R:1
C 0.46 -0.72 -1.63 -0.407
C -0.21 1.75 -1.00 -1.352
C 1.22 -1.93 -1.14 -1.223
C -1.09 0.79 1.81 0.408
C -0.11 0.35 -0.50 0.587
N -0.76 0.39 3.07 -0.391
C -0.47 -0.19 0.65 -0.283
O -1.77 1.78 1.61 -0.622
H -1.10 0.95 3.85 0.234
H -0.17 -0.40 3.26 0.185
H -0.34 -1.21 0.99 0.227
H 1.12 -0.13 -2.27 0.333
H -0.38 -1.03 -2.27 0.314
H 0.78 2.11 -1.30 0.334
H -0.59 2.45 -0.24 0.387
H -0.88 1.80 -1.86 0.278
H 0.57 -2.65 -0.63 0.296
H 1.69 -2.46 -1.98 0.361
H 2.02 -1.64 -0.45 0.332
```

***

Model 2:
Entry from the Open Molecules 2025 dataset: an isolated molecule of C6H11NO (wB97M-V/def2-TZVPD).

## Properties
- structure (SMILES) = N[C@]12CCO[C@H]1CC2
- molar mass (g mol⁻¹) = 113.16
- orbital gap (eV) = 10.0

XYZ file:
```
19
Properties=species:S:1:pos:R:3:mulliken_charge:R:1
C -0.26 0.05 0.73 0.333
C 1.10 -0.57 0.14 -0.875
C 1.83 0.63 -0.60 -0.421
C -0.51 0.95 -0.46 0.196
C -1.17 -0.31 -1.32 -0.798
C -1.34 -0.98 0.03 -0.614
H -0.42 -0.31 2.81 0.201
H -0.04 1.24 2.29 0.281
H 0.99 -1.46 -0.53 0.293
H 1.86 -0.80 0.86 0.449
H 2.42 0.26 -1.54 0.256
H 2.49 1.30 0.17 0.244
H -1.19 1.98 -0.60 0.282
H -2.18 -0.16 -1.86 0.296
H -0.40 -0.69 -2.07 0.211
H -1.02 -2.08 0.30 0.317
H -2.38 -0.75 0.50 0.317
N -0.55 0.34 2.15 -0.549
O 0.77 1.36 -1.03 -0.417
```

***

Most stable: model 1

***

Model 1:
Entry from the Open Molecules 2025 dataset: C6H7N as an isolated structure (wB97M-V/def2-TZVPD).

## Properties
- molar mass (g mol⁻¹) = 93.13
- orbital gap (spin up / spin down) (eV) = 7.8 / 7.7

XYZ file:
```
14
Properties=species:S:1:pos:R:3:mulliken_charge:R:1
C -0.43 0.95 -0.94 -0.115
C 0.86 0.84 -0.22 -0.899
C 0.97 -0.52 0.37 -0.205
C 0.30 -0.17 1.67 -0.138
N -0.90 -0.66 1.47 -0.663
C -1.22 -0.22 -0.77 -0.897
C -0.48 -1.17 0.13 0.211
H 0.34 0.66 -1.77 0.168
H -0.85 1.92 -1.20 0.435
H 1.67 1.55 -0.32 0.419
H 1.91 -1.08 0.28 0.418
H 0.62 0.52 2.47 0.382
H -2.22 -0.37 -1.15 0.412
H -0.58 -2.25 -0.03 0.473
```

***

Model 2:
Entry from the Open Molecules 2025 dataset: C6H7N as an isolated structure (wB97M-V/def2-TZVPD).

## Properties
- molar mass (g mol⁻¹) = 93.13
- orbital gap (eV) = 8.8

XYZ file:
```
14
Properties=species:S:1:pos:R:3:mulliken_charge:R:1
C -0.92 -0.06 -0.09 0.614
C -0.20 1.18 -0.05 -0.350
C 1.13 1.17 0.04 -0.554
C 1.78 -0.03 -0.13 -0.302
C 1.19 -1.30 -0.04 -0.547
C -0.20 -1.26 -0.15 -0.240
H -2.58 0.97 -0.17 0.287
H -2.66 -0.72 0.90 0.318
H -0.74 2.09 0.12 0.210
H 1.67 2.16 -0.16 0.252
H 2.83 0.18 -0.30 0.313
H 1.79 -2.15 0.23 0.360
H -0.80 -2.16 0.00 0.276
N -2.30 -0.08 -0.21 -0.637
```

***

Most stable: model 2

***

Model 1:
Entry from the Open Molecules 2025 dataset: a 2-piece molecular cluster, C6H7N overall (wB97M-V/def2-TZVPD).

## Properties
- structure (SMILES) = C1=CN=CC1.C#C
- molar mass (g mol⁻¹) = 93.13
- orbital gap (eV) = 10.1

XYZ file:
```
14
Properties=species:S:1:pos:R:3:mulliken_charge:R:1
C -2.79 1.56 -1.53 -0.233
C -1.84 1.65 -2.24 -0.464
C 0.86 -1.34 1.87 -0.305
C 1.46 -1.46 0.69 -0.463
C 1.07 -0.28 -0.16 -0.212
C 0.23 0.43 0.79 -0.164
N 0.04 -0.21 1.88 -0.570
H -3.39 1.03 -0.86 0.351
H 0.97 -2.04 2.72 0.357
H -1.16 2.12 -2.90 0.352
H 2.07 -2.31 0.41 0.388
H 2.05 0.15 -0.23 0.232
H 0.70 -0.71 -1.06 0.341
H -0.27 1.40 0.61 0.390
```

***

Model 2:
Entry from the Open Molecules 2025 dataset: an isolated molecule of C6H7N (wB97M-V/def2-TZVPD).

## Properties
- structure (SMILES) = C#C[C@H]1CCC=N1
- molar mass (g mol⁻¹) = 93.13
- orbital gap (eV) = 11.0

XYZ file:
```
14
Properties=species:S:1:pos:R:3:mulliken_charge:R:1
C 1.15 2.34 1.04 0.073
C 1.28 1.35 0.39 -0.747
C -1.03 -0.11 -1.27 -0.067
C -1.30 -0.65 0.06 -0.549
C 0.15 -1.10 0.49 -0.714
C 1.04 -0.23 -0.49 0.135
N 0.16 0.09 -1.64 -0.554
H 1.01 3.36 1.38 0.378
H -1.85 0.24 -1.85 0.401
H -1.60 0.10 0.68 0.330
H -1.93 -1.50 0.11 0.338
H 0.42 -1.27 1.59 0.300
H 0.36 -2.08 0.13 0.332
H 2.13 -0.53 -0.62 0.343
```

***

Most stable: model 1

***

Model 1:
Entry from the Open Molecules 2025 dataset: a 2-piece molecular cluster, C2H8N3O overall (wB97M-V/def2-TZVPD).

## Properties
- net charge = +1
- molar mass (g mol⁻¹) = 90.11
- orbital gap (eV) = 10.1

XYZ file:
```
14
Properties=species:S:1:pos:R:3:mulliken_charge:R:1
C -1.46 0.66 0.31 -0.449
C 0.25 -0.61 0.08 0.389
N 1.84 1.20 -0.06 -0.700
N 1.44 -0.13 -0.02 0.169
N -0.05 -1.81 0.39 -0.368
O -2.43 0.33 -0.54 -0.417
H -1.50 0.01 1.21 0.381
H -1.08 1.62 0.32 0.440
H -2.71 0.99 -1.22 0.367
H 1.27 1.77 -0.66 0.246
H 2.13 -0.75 -0.09 0.157
H 2.74 1.46 -0.37 0.273
H -1.05 -2.14 0.29 0.269
H 0.61 -2.60 0.35 0.241
```

***

Model 2:
Entry from the Open Molecules 2025 dataset: a 2-piece molecular cluster, C2H8N3O overall (wB97M-V/def2-TZVPD).

## Properties
- net charge = +1
- molar mass (g mol⁻¹) = 90.11
- orbital gap (eV) = 11.4

XYZ file:
```
14
Properties=species:S:1:pos:R:3:mulliken_charge:R:1
C 1.89 -0.79 0.45 0.099
N 3.05 -0.15 0.37 -0.305
O 0.79 -0.25 0.30 -0.706
H 1.88 -1.86 0.66 0.342
H 3.90 -0.69 0.39 0.244
H 3.05 0.86 0.33 0.247
N -1.48 -0.32 -1.20 -0.213
C -2.37 0.36 -0.52 0.153
N -2.02 1.08 0.53 -0.280
H -0.50 -0.28 -0.88 0.294
H -1.72 -0.56 -2.13 0.250
H -3.37 0.33 -0.92 0.355
H -2.81 1.50 0.99 0.245
H -1.07 0.95 0.84 0.274
```

***

Most stable: model 2

***

Model 1:
Entry from the Open Molecules 2025 dataset: a 2-piece molecular cluster, C2H8N3O overall (wB97M-V/def2-TZVPD).

## Properties
- net charge = +1
- molar mass (g mol⁻¹) = 90.11
- orbital gap (eV) = 9.3

XYZ file:
```
14
Properties=species:S:1:pos:R:3:mulliken_charge:R:1
C -0.91 0.48 1.18 0.277
C 2.12 -1.17 -1.63 -0.726
N -1.69 0.57 0.10 -0.240
N 1.03 -0.45 -1.04 0.101
N -1.12 1.35 2.16 -0.351
O -0.10 -0.84 -1.28 -0.387
H 2.79 -0.51 -2.22 0.268
H 2.61 -1.79 -0.82 0.288
H 1.73 -1.94 -2.19 0.422
H -1.42 0.00 -0.67 0.301
H -2.30 1.33 0.11 0.148
H -1.95 1.96 1.95 0.241
H -0.67 1.25 3.13 0.298
H -0.12 -0.24 1.21 0.359
```

***

Model 2:
Entry from the Open Molecules 2025 dataset: a 2-piece molecular cluster, C2H8N3O overall (wB97M-V/def2-TZVPD).

## Properties
- net charge = +1
- molar mass (g mol⁻¹) = 90.11
- orbital gap (eV) = 11.5

XYZ file:
```
14
Properties=species:S:1:pos:R:3:mulliken_charge:R:1
N -0.54 0.73 1.60 -0.229
C -1.51 -0.04 1.11 0.494
N -1.23 -0.52 -0.36 -0.241
O -2.55 -0.42 1.62 -0.455
H 0.37 1.03 1.29 0.153
H -0.85 1.29 2.42 0.275
H -1.54 -1.46 -0.38 0.367
H -1.79 0.07 -0.98 0.366
C 2.05 -0.25 -1.56 -0.254
N 1.34 0.47 -0.76 -0.656
H 2.91 -0.71 -1.04 0.229
H 1.92 -0.40 -2.58 0.324
H -0.20 -0.29 -0.59 0.327
H 1.63 0.50 0.20 0.300
```

***

Most stable: model 2

***

Model 1:
Entry from the Open Molecules 2025 dataset: C5H6N2O as an isolated structure (wB97M-V/def2-TZVPD).

## Properties
- molar mass (g mol⁻¹) = 110.12
- orbital gap (eV) = 8.6

XYZ file:
```
14
Properties=species:S:1:pos:R:3:mulliken_charge:R:1
C -1.85 1.56 0.10 -0.889
C -0.84 0.48 0.02 0.377
C -1.30 -0.57 -0.71 -0.293
C 0.57 0.55 0.39 0.678
C 1.46 -0.64 0.47 0.100
H -1.36 2.46 -0.23 0.288
H -2.53 1.10 -0.73 0.245
H -2.55 1.66 1.11 0.226
H -2.27 -0.45 -1.33 0.186
H -1.04 -2.51 -1.54 0.317
H 0.22 -2.03 -0.33 0.313
N -0.55 -1.55 -1.31 -0.648
N 2.27 -1.40 0.50 -0.355
O 1.16 1.51 0.89 -0.545
```

***

Model 2:
Entry from the Open Molecules 2025 dataset: an isolated molecule of C5H6N2O (wB97M-V/def2-TZVPD).

## Properties
- structure (SMILES) = [H]/N=C(O)/C=C(/C)C#N
- molar mass (g mol⁻¹) = 110.12
- orbital gap (eV) = 10.2

XYZ file:
```
14
Properties=species:S:1:pos:R:3:mulliken_charge:R:1
C 1.78 1.18 -0.86 -1.351
C -1.00 -1.19 0.39 0.333
C 0.58 0.61 -0.18 0.839
C 0.17 -0.66 -0.31 -0.370
O -1.76 -1.99 -0.39 -0.456
N -1.19 -0.88 1.60 -0.576
C -0.19 1.54 0.57 0.142
N -0.80 2.35 1.11 -0.459
H -2.51 -2.35 0.09 0.310
H -2.03 -1.26 2.03 0.197
H 0.69 -1.35 -0.97 0.395
H 1.48 1.94 -1.58 0.313
H 2.34 0.40 -1.37 0.358
H 2.43 1.66 -0.13 0.324
```

***

Most stable: model 2

***

Model 1:
Entry from the Open Molecules 2025 dataset: an isolated molecule of C3H3N3S (wB97M-V/def2-TZVPD).

## Properties
- structure (SMILES) = [H]/N=C(/N)C(=S)C#N
- molar mass (g mol⁻¹) = 113.15
- orbital gap (eV) = 7.7

XYZ file:
```
10
Properties=species:S:1:pos:R:3:mulliken_charge:R:1
C 0.25 0.49 -0.05 0.586
C -0.83 -0.65 0.01 0.155
C -0.02 -1.87 -0.06 0.189
H 0.42 2.40 -0.11 0.308
H -1.23 1.89 0.10 0.244
H 1.83 -0.75 0.46 0.272
N -0.27 1.74 -0.32 -0.477
N 1.57 0.22 0.19 -0.694
N 0.76 -2.81 -0.25 -0.408
S -2.46 -0.66 0.02 -0.176
```

***

Model 2:
Entry from the Open Molecules 2025 dataset: an isolated molecule of C3H3N3S (wB97M-V/def2-TZVPD).

## Properties
- structure (SMILES) = S=c1cc[nH]nn1
- molar mass (g mol⁻¹) = 113.15
- orbital gap (eV) = 8.0

XYZ file:
```
10
Properties=species:S:1:pos:R:3:mulliken_charge:R:1
C 1.37 -0.34 -0.06 0.339
C 0.58 0.93 -0.02 -0.403
C -0.76 0.77 0.01 -0.202
H 1.02 1.88 0.05 0.388
H -1.56 1.52 -0.04 0.363
H -2.36 -0.65 0.15 0.270
N -1.34 -0.50 -0.07 0.104
N -0.60 -1.65 0.00 -0.449
N 0.67 -1.57 -0.01 -0.122
S 2.98 -0.38 -0.01 -0.287
```

***

Most stable: model 1

***

Model 1:
Entry from the Open Molecules 2025 dataset: an isolated molecule of C3H3N3S (wB97M-V/def2-TZVPD).

## Properties
- molar mass (g mol⁻¹) = 113.14
- orbital gap (spin up / spin down) (eV) = 5.4 / 6.6

XYZ file:
```
10
Properties=species:S:1:pos:R:3:mulliken_charge:R:1
C -0.17 0.10 -0.72 0.311
C -0.94 1.17 -0.30 0.248
C 1.10 -0.11 0.18 0.229
N -0.38 -0.56 -1.87 -0.640
N -1.65 1.68 0.51 -0.239
N 1.06 -1.12 0.96 -0.605
S 2.32 1.04 -0.27 -0.247
H 0.13 -1.45 -1.90 0.305
H -2.04 2.63 0.84 0.362
H 2.04 -1.36 1.42 0.275
```

***

Model 2:
Entry from the Open Molecules 2025 dataset: an isolated molecule of C3H3N3S (wB97M-V/def2-TZVPD).

## Properties
- structure (SMILES) = S/C=C1/N=CN=N1
- molar mass (g mol⁻¹) = 113.15
- orbital gap (eV) = 8.1

XYZ file:
```
10
Properties=species:S:1:pos:R:3:mulliken_charge:R:1
C -0.96 0.79 -0.03 -0.006
C 0.32 0.35 -0.05 0.199
C 2.43 0.23 0.01 0.014
H -3.32 0.68 0.15 0.153
H -1.27 1.81 -0.03 0.405
H 3.46 0.49 0.06 0.420
N 1.46 1.14 0.02 -0.511
N 1.94 -1.08 0.01 -0.464
N 0.65 -0.99 -0.02 -0.118
S -2.37 -0.29 0.01 -0.093
```

***

Model 3:
Entry from the Open Molecules 2025 dataset: an isolated molecule of C3H3N3S (wB97M-V/def2-TZVPD).

## Properties
- structure (SMILES) = S/C=C1\C=NN=N1
- molar mass (g mol⁻¹) = 113.15
- orbital gap (eV) = 8.6

XYZ file:
```
10
Properties=species:S:1:pos:R:3:mulliken_charge:R:1
C 1.11 -0.81 0.10 0.030
C -0.10 -0.35 -0.22 0.105
C -0.86 0.97 -0.04 -0.086
H 1.90 1.23 -0.07 0.141
H 1.26 -1.83 0.40 0.345
H -0.49 1.93 0.02 0.440
N -2.08 0.76 0.02 -0.353
N -2.20 -0.68 0.00 -0.351
N -1.12 -1.26 -0.15 -0.145
S 2.58 0.02 -0.06 -0.126
```

***

Model 4:
Entry from the Open Molecules 2025 dataset: a 2-piece molecular cluster, C3H3N3S overall (wB97M-V/def2-TZVPD).

## Properties
- structure (SMILES) = c1nncs1.C#N
- molar mass (g mol⁻¹) = 113.14
- orbital gap (eV) = 11.3

XYZ file:
```
10
Properties=species:S:1:pos:R:3:mulliken_charge:R:1
C 3.35 -0.45 0.26 0.111
C -1.88 0.77 0.19 -0.042
C -0.21 -0.74 -0.21 -0.141
N 3.07 -1.26 -0.49 -0.392
N -0.77 1.27 0.44 -0.522
N 0.27 0.36 0.21 -0.084
S -1.85 -0.90 -0.32 -0.112
H -2.87 1.11 0.46 0.387
H 0.46 -1.43 -0.56 0.505
H 3.59 0.38 0.80 0.291
```

***

Most stable: model 2